(1)
The following is a DFT calculation (the ωB97M-V functional and the def2-TZVPD basis) of a structure of composition C45H36ClCuFO4P2.

XYZ file:
```
90
Properties=species:S:1:pos:R:3:forces:R:3
Cu -0.52853 0.18033 0.34982 -0.1 0.0 0.0
O -0.67667 -2.76673 -1.07882 0.0 0.0 0.0
C 0.59757 -3.28828 -1.13643 0.0 0.1 0.0
C 0.78872 -4.51146 -1.76735 0.1 0.0 0.0
C 2.06089 -5.04869 -1.85399 0.0 0.0 0.0
C 3.13979 -4.35934 -1.31438 0.0 0.0 0.0
C 2.93712 -3.12485 -0.72119 0.1 0.0 0.0
C 1.66769 -2.55326 -0.62759 -0.1 0.0 -0.1
P 1.42805 -0.84715 0.03233 0.0 0.1 0.0
C 2.47244 0.12115 -1.10967 0.0 -0.1 -0.1
C 2.81013 -0.30601 -2.39047 0.0 0.0 0.0
C 3.51808 0.52999 -3.24505 0.0 0.0 0.0
C 3.89450 1.79650 -2.82544 0.0 0.0 0.0
C 3.55014 2.23245 -1.55200 0.0 0.0 0.0
C 2.83458 1.40605 -0.70267 0.0 0.0 0.0
C 2.42319 -0.88803 1.55946 0.0 0.0 0.1
C 3.81281 -0.78047 1.61243 0.0 0.0 0.0
C 4.47066 -0.83968 2.83005 0.0 0.0 0.0
C 3.74672 -1.01118 4.00359 0.0 0.0 0.0
C 2.36399 -1.09178 3.96030 0.0 0.0 0.0
C 1.69627 -1.01314 2.74367 0.0 0.0 0.0
C -1.55911 -3.24191 -0.13365 0.0 0.0 0.0
C -1.44038 -4.48188 0.47070 0.0 0.0 0.0
C -2.41524 -4.88898 1.37441 0.0 0.0 0.0
C -3.48953 -4.06746 1.66626 0.0 0.0 0.0
C -3.57849 -2.81456 1.06989 0.0 0.0 0.0
C -2.61689 -2.37624 0.16989 0.1 -0.1 0.0
P -2.48347 -0.65547 -0.43347 0.0 0.1 0.0
C -3.97268 0.10524 0.28594 -0.1 0.0 0.0
C -5.22705 0.05556 -0.31644 0.0 0.0 0.0
C -6.32109 0.64124 0.30404 0.0 0.0 0.0
C -6.16446 1.27282 1.53128 0.0 0.0 0.0
C -4.91358 1.32381 2.13114 0.0 0.0 0.0
C -3.81147 0.74940 1.51137 0.0 0.0 0.0
C -2.90696 -0.79403 -2.20685 0.0 -0.1 0.0
C -2.77228 0.35572 -2.98497 0.0 0.0 0.0
C -3.06693 0.31150 -4.33953 0.0 0.0 0.0
C -3.48348 -0.87299 -4.93233 0.0 0.0 0.0
C -3.61374 -2.01980 -4.16193 0.0 0.0 0.0
C -3.32970 -1.97904 -2.80307 0.0 0.0 0.0
H -0.06958 -5.02510 -2.18113 0.0 0.0 0.0
H 2.21079 -6.00340 -2.34247 0.0 0.0 0.0
H 4.13695 -4.77677 -1.37009 0.0 0.0 0.0
H 3.78563 -2.58112 -0.32503 0.0 0.0 0.0
H 2.51904 -1.29253 -2.72994 0.0 0.0 0.0
H 3.77230 0.18755 -4.24081 0.0 0.0 0.0
H 4.44583 2.44809 -3.49248 0.0 0.0 0.0
H 3.82418 3.22551 -1.21904 0.0 0.0 0.0
H 2.53889 1.76739 0.27592 0.0 0.0 0.0
H 4.37938 -0.61610 0.70301 0.0 0.0 0.0
H 5.54764 -0.72991 2.86919 0.0 0.0 0.0
H 4.26359 -1.04232 4.95498 0.0 0.0 0.0
H 1.79341 -1.17971 4.87669 0.0 0.0 0.0
H 0.61064 -0.96724 2.70969 0.0 0.0 0.0
H -0.59776 -5.12269 0.25325 0.0 0.0 0.0
H -2.32214 -5.85693 1.85097 0.0 0.0 0.0
H -4.24629 -4.38604 2.37125 0.0 0.0 0.0
H -4.39388 -2.15190 1.33064 0.0 0.0 0.0
H -5.34661 -0.43152 -1.27721 0.0 0.0 0.0
H -7.29371 0.60869 -0.17209 0.0 0.0 0.0
H -7.01729 1.73402 2.01529 0.0 0.0 0.0
H -4.78967 1.82810 3.08184 0.0 0.0 0.0
H -2.81865 0.79854 1.96121 0.0 0.0 0.0
H -2.44862 1.27639 -2.50699 0.0 0.0 0.0
H -2.96473 1.20935 -4.93682 0.0 0.0 0.0
H -3.70500 -0.90255 -5.99245 0.0 0.0 0.0
H -3.93808 -2.94808 -4.61701 0.0 0.0 0.0
H -3.43961 -2.87691 -2.20635 0.0 0.0 0.0
F -0.87014 0.63466 2.27967 0.0 -0.1 0.0
C 2.99115 5.65214 0.04980 0.0 0.0 0.0
C 2.65867 4.61673 1.08612 0.0 0.0 0.0
C 3.62092 4.13245 1.95878 0.0 0.0 0.0
C 3.29013 3.16523 2.89355 0.0 0.0 0.0
Cl 4.52613 2.59469 3.99529 0.0 0.0 0.0
C 2.00798 2.65493 2.96164 0.0 0.0 0.0
C 1.03012 3.12499 2.09419 0.0 0.0 0.0
C 1.35203 4.11307 1.16769 0.1 0.0 0.0
O 0.49117 4.66913 0.28170 0.0 0.0 0.0
C -0.87059 4.26155 0.25067 0.0 0.0 0.0
C -1.11092 2.89659 -0.40562 -0.1 0.0 0.1
O -2.23064 2.70900 -0.90181 0.1 0.0 0.0
O -0.14669 2.08977 -0.30649 0.1 0.0 -0.3
H 4.05290 5.90005 0.08097 0.0 0.0 0.0
H 2.41291 6.56472 0.20729 0.0 0.0 0.0
H 2.73768 5.29624 -0.95075 0.0 0.0 0.0
H 4.63534 4.50931 1.90838 0.0 0.0 0.0
H 1.76408 1.86780 3.66191 0.0 0.0 0.0
H 0.06025 2.64247 2.11325 0.0 0.0 0.0
H -1.39539 5.03540 -0.30369 0.0 0.0 0.0
H -1.28538 4.21690 1.26419 0.0 0.0 0.0
```
Positions in Å, forces in eV/Å.

Output
- net charge = -1
- Kohn-Sham gap (eV) = 7.3
- HOMO energy (Eh) = -0.17792
- ΔE to the lowest compared entry with this formula, charge and spin (kcal/mol) = 0.0

***

(2)
The following is a DFT calculation (the ωB97M-V functional and the def2-TZVPD basis) of an isolated molecule of C3H6O2S.

XYZ file:
```
12
Properties=species:S:1:pos:R:3:forces:R:3
C -2.00766 0.69928 0.19530 0.1 0.2 0.0
S -1.50277 -0.91300 -0.41010 0.3 -0.4 0.3
C 0.22393 -0.91869 0.09329 -0.4 -0.3 0.6
O 0.91014 0.02749 -0.72451 -0.2 0.2 -0.2
C 2.19133 0.17654 -0.45862 1.5 -0.3 0.3
O 2.83776 -0.52047 0.28954 -0.5 0.5 -0.3
H -1.85772 0.74363 1.27665 -0.3 0.1 -0.1
H -1.40186 1.48066 -0.26632 -0.2 0.0 -0.1
H -3.05997 0.82950 -0.09603 0.4 0.0 0.3
H 0.43988 -0.68257 1.15164 -0.5 0.2 -0.4
H 0.59600 -1.93878 -0.01627 0.1 0.1 -0.5
H 2.63093 1.01639 -1.03458 -0.3 -0.3 0.1
```
Positions in Å, forces in eV/Å.

Output
- net charge = 0
- Kohn-Sham gap (eV) = 10.0
- SMILES = CSCOC=O
- HOMO energy (Eh) = -0.33672
- ΔE to the lowest compared entry with this formula, charge and spin (kcal/mol) = 17.9

***

(3)
The following is a DFT calculation (the ωB97M-V functional and the def2-TZVPD basis) of a structure of composition Cl5O20Pb.

XYZ file:
```
26
Properties=species:S:1:pos:R:3:forces:R:3
Pb 0.45692 0.13230 -0.29248 0.4 -0.7 0.2
Cl -3.23996 1.80040 -0.72137 -3.0 0.4 3.1
O -3.95817 0.70141 -0.21818 -1.0 -2.4 2.3
O -3.89573 2.07720 -1.89705 -1.1 1.5 -6.4
O -3.48004 2.97015 0.07615 1.2 0.5 1.3
O -1.91113 1.41362 -0.85317 3.0 0.5 -0.6
Cl 2.63884 0.56954 -2.88343 1.0 3.1 4.2
O 2.83307 0.23516 -4.20517 1.7 0.9 -5.3
O 3.70651 1.38878 -2.20918 0.6 -2.6 -1.5
O 1.56528 1.47854 -2.68242 -2.8 0.1 -0.6
O 2.38699 -0.70370 -2.32793 -0.2 -1.3 2.9
Cl -0.80500 -1.78892 3.06710 -0.7 2.4 -0.7
O -0.20426 -1.04580 2.01819 1.8 3.4 -0.5
O -0.54535 -3.06208 2.62134 0.1 -5.6 0.9
O -0.20976 -1.53289 4.39813 -1.0 0.0 -1.2
O -2.21353 -1.47903 2.96950 -0.3 -0.2 1.8
Cl 0.84030 -4.25205 -0.81455 -1.5 4.1 1.3
O -0.41656 -4.76647 -1.40040 1.8 -1.3 0.2
O 0.64674 -2.80122 -0.81708 0.0 -0.4 0.6
O 0.96965 -4.68160 0.62108 0.5 -0.5 -3.0
O 2.03309 -4.38921 -1.65984 -0.6 -2.2 0.8
Cl 0.60765 3.52800 1.42928 -2.4 1.4 1.5
O 1.52535 3.38967 2.50790 2.2 -0.8 0.2
O -0.64510 3.12859 1.88333 -3.1 -1.1 1.8
O 0.51137 4.91665 1.12877 0.9 2.0 -1.1
O 0.80283 2.77295 0.26146 2.5 -1.0 -2.2
```
Positions in Å, forces in eV/Å.

Output
- net charge = -4
- 2S+1 = 2
- Kohn-Sham gap (spin up / spin down) (eV) = 3.5 / 7.8
- HOMO energy (spin up / spin down) (Eh) = 0.19746 / 0.03914

***

| no. | electronic energy (Ha) |
| --- | --- |
| 1 | -4920.7880 |
| 2 | -666.5655 |
| 3 | -3997.0683 |